Entry 1:
Formula: C17H12AsCl2N3O2S4V
Source: the OMol25 dataset
Level of theory: wB97M-V/def2-TZVPD

Results
* LUMO level (alpha / beta): 3.994 / 3.992 eV
* Kohn-Sham gap (alpha / beta): 4.10 / 4.16 eV
* relative energy (zero: lowest compared OMol25 entry of this formula, charge and spin): 0.00 kJ/mol
* largest force on an atom: 0.712 eV Å⁻¹
* <S²>: 0.796

The geometry in ORCA input format:
```
! RIJCOSX wB97M-V def2-TZVPD def2/J DEFGRID3
* xyz -2 2
V 0.082 -0.262 1.069
N -1.973 -1.225 -1.245
C -2.298 0.056 -0.823
C -3.345 0.715 -1.484
C -3.631 2.015 -1.149
C -2.891 2.635 -0.143
C -1.905 1.908 0.482
N -1.588 0.636 0.146
C -1.354 -2.277 -0.576
C -1.340 -3.524 -1.221
C -0.905 -4.609 -0.500
C -0.509 -4.454 0.824
C -0.483 -3.180 1.358
N -0.861 -2.103 0.637
H -2.449 -1.508 -2.081
H -3.906 0.192 -2.250
H -4.433 2.538 -1.656
H -3.081 3.652 0.169
H -1.304 2.305 1.290
H -1.675 -3.608 -2.248
H -0.882 -5.586 -0.972
H -0.180 -5.281 1.438
H -0.154 -2.997 2.377
S 0.342 -2.856 4.911
As 0.932 -0.928 4.128
S -0.880 0.009 3.182
S 1.967 -1.241 2.194
S 1.926 0.415 5.452
Cl 4.979 3.656 -2.822
C 3.755 2.987 -1.738
C 3.195 3.808 -0.755
C 2.244 3.295 0.088
Cl 1.527 4.327 1.294
C 1.807 1.937 0.029
O 0.941 1.497 0.863
C 2.374 1.153 -1.012
C 1.924 -0.195 -1.284
O 0.994 -0.771 -0.688
C 3.348 1.688 -1.869
H 3.506 4.839 -0.656
H 2.417 -0.717 -2.114
H 3.769 1.060 -2.646
*
```



Entry 2:
Formula: C17H12AuN4O4Se
Source: the OMol25 dataset
Level of theory: wB97M-V/def2-TZVPD

Results
* LUMO level: -5.148 eV
* Kohn-Sham gap: 6.60 eV
* relative energy (zero: lowest compared OMol25 entry of this formula, charge and spin): 60.35 kJ/mol
* largest force on an atom: 0.951 eV Å⁻¹

The geometry in ORCA input format:
```
! RIJCOSX wB97M-V def2-TZVPD def2/J DEFGRID3
* xyz 1 1
Au -1.001 -0.978 0.221
O -2.440 0.615 3.657
C -1.842 0.427 2.631
O -2.219 -0.488 1.755
C -0.645 1.308 2.287
C -0.363 2.377 3.154
C 0.673 3.209 2.831
C 1.419 2.983 1.654
C 2.495 3.811 1.249
C 3.177 3.542 0.100
C 2.818 2.436 -0.704
C 1.788 1.618 -0.341
C 1.067 1.876 0.848
N 0.042 1.055 1.199
H -0.971 2.509 4.036
H 0.926 4.048 3.467
H 2.764 4.658 1.868
H 3.997 4.178 -0.206
H 3.367 2.244 -1.617
H 1.493 0.775 -0.954
Se -1.864 -4.524 -3.049
N -0.246 -5.208 -2.944
C 0.430 -4.454 -2.097
C 1.787 -4.647 -1.718
C 2.328 -3.764 -0.838
C 1.547 -2.695 -0.327
N 0.291 -2.486 -0.638
C -0.301 -3.346 -1.533
N -1.546 -3.204 -1.919
H 2.344 -5.475 -2.134
H 3.352 -3.847 -0.506
H 1.998 -1.999 0.370
C -4.536 0.714 -1.433
O -3.581 0.075 -0.519
C -2.407 -0.081 -0.978
O -1.871 0.180 -1.998
H -5.409 0.901 -0.821
H -4.756 0.021 -2.241
H -4.104 1.636 -1.811
*
```



Entry 3:
Formula: C17H12BrIMnNO7S3
Source: the OMol25 dataset
Level of theory: wB97M-V/def2-TZVPD

Results
* LUMO level (alpha / beta): 2.341 / 2.341 eV
* Kohn-Sham gap (alpha / beta): 7.80 / 8.02 eV
* relative energy (zero: lowest compared OMol25 entry of this formula, charge and spin): 0.00 kJ/mol
* largest force on an atom: 0.347 eV Å⁻¹
* <S²>: 8.753

The geometry in ORCA input format:
```
! RIJCOSX wB97M-V def2-TZVPD def2/J DEFGRID3
* xyz -1 6
Mn 0.313 0.732 0.589
O 1.305 2.444 1.825
S 1.168 3.404 0.723
O 2.205 4.398 0.637
O 0.893 2.663 -0.512
C -0.358 4.318 1.051
C -0.208 5.694 1.149
C -1.294 6.529 1.365
C -2.559 5.987 1.484
C -2.725 4.613 1.392
C -1.645 3.765 1.179
S -2.082 2.012 1.127
O -3.499 1.953 1.363
O -1.244 1.347 2.133
O -1.662 1.501 -0.194
H 0.789 6.099 1.045
H -1.142 7.599 1.437
H -3.420 6.622 1.650
H -3.705 4.170 1.490
O 2.299 0.260 0.024
N 2.797 -0.942 0.185
C 4.135 -1.074 0.038
C 4.755 -2.286 0.169
C 3.975 -3.405 0.466
C 2.620 -3.255 0.619
C 1.992 -2.004 0.482
S 0.306 -1.773 0.663
H 4.631 -0.143 -0.187
H 5.826 -2.348 0.043
H 4.431 -4.380 0.578
H 1.984 -4.096 0.852
Br -6.642 -3.161 -0.255
C -5.073 -4.032 0.355
C -5.173 -5.387 0.642
C -4.062 -6.082 1.090
C -2.854 -5.418 1.248
C -2.760 -4.066 0.961
C -3.870 -3.354 0.513
I -3.627 -1.318 0.133
H -6.123 -5.886 0.512
H -4.145 -7.138 1.314
H -1.977 -5.948 1.596
H -1.814 -3.554 1.078
*
```



Entry 4:
Formula: C17H12NO5ReS
Source: the OMol25 dataset
Level of theory: wB97M-V/def2-TZVPD

Results
* LUMO level (alpha / beta): -12.644 / -15.196 eV
* Kohn-Sham gap (alpha / beta): 7.07 / 4.05 eV
* relative energy (zero: lowest compared OMol25 entry of this formula, charge and spin): 244.13 kJ/mol
* largest force on an atom: 8.099 eV Å⁻¹
* <S²>: 3.791

The geometry in ORCA input format:
```
! RIJCOSX wB97M-V def2-TZVPD def2/J DEFGRID3
* xyz 3 4
O -1.481 -0.308 -7.468
C -0.676 0.276 -6.885
Re 0.372 1.657 -2.190
O 1.212 3.692 -0.082
C 0.929 3.040 -1.020
C -0.348 -2.598 -4.068
O -0.091 -3.297 -4.938
C 2.092 1.125 -2.987
O 3.120 0.758 -3.400
C -1.554 1.984 -2.528
O -2.714 2.023 -2.673
H 0.199 2.358 -3.530
N 0.031 -0.020 -1.188
S 1.151 -0.055 0.228
C 0.156 1.061 1.245
C -1.209 1.257 1.077
C -1.857 2.163 1.935
C -1.138 2.810 2.952
C 0.262 2.626 3.061
C 0.901 1.724 2.208
C 0.765 -1.595 1.026
C 1.776 -2.382 1.610
C 1.454 -3.556 2.282
C 0.134 -3.990 2.375
C -0.868 -3.215 1.806
C -0.551 -2.021 1.152
H -0.259 -0.862 -1.676
H -1.709 0.770 0.250
H -2.928 2.368 1.779
H -1.643 3.448 3.708
H 0.850 3.170 3.807
H 1.979 1.546 2.211
H 2.797 -2.027 1.532
H 2.221 -4.140 2.781
H -0.108 -4.882 2.939
H -1.912 -3.500 1.901
H -1.355 -1.407 0.769
*
```



Entry 5:
Formula: C17H13Br2FNO4RhS
Source: the OMol25 dataset
Level of theory: wB97M-V/def2-TZVPD

Results
* LUMO level: -0.707 eV
* Kohn-Sham gap: 7.35 eV
* relative energy (zero: lowest compared OMol25 entry of this formula, charge and spin): 0.00 kJ/mol
* largest force on an atom: 0.943 eV Å⁻¹

The geometry in ORCA input format:
```
! RIJCOSX wB97M-V def2-TZVPD def2/J DEFGRID3
* xyz 0 1
Rh -0.271 -0.674 -0.379
C 2.078 -0.802 -2.867
C 2.560 -0.338 -1.529
C 3.912 0.056 -1.391
C 4.393 0.513 -0.204
C 3.540 0.574 0.920
C 3.910 1.004 2.214
Br 5.677 1.594 2.553
C 3.000 0.998 3.235
C 1.686 0.558 3.024
Br 0.467 0.552 4.456
C 1.260 0.121 1.782
O 0.059 -0.330 1.538
C 2.213 0.156 0.725
N 1.742 -0.273 -0.495
H 2.889 -1.301 -3.395
H 1.775 0.055 -3.474
H 1.231 -1.474 -2.792
H 4.554 -0.013 -2.258
H 5.426 0.820 -0.105
H 3.289 1.331 4.222
C -3.167 -0.311 -2.574
S -2.295 -1.627 -1.801
O -2.241 -1.291 -0.335
O -2.912 -2.865 -2.134
O -0.847 -1.497 -2.225
H -4.181 -0.321 -2.181
H -3.171 -0.497 -3.645
H -2.667 0.625 -2.333
F -1.620 5.206 -0.952
C -1.307 3.900 -0.823
C -1.808 3.197 0.255
C -1.485 1.854 0.391
C -0.669 1.240 -0.552
C -0.181 1.966 -1.630
C -0.500 3.312 -1.774
H -2.438 3.700 0.977
H -1.861 1.292 1.234
H 0.440 1.490 -2.378
H -0.132 3.898 -2.605
*
```



Entry 6:
Formula: C17H13BrFeN4O8S2
Source: the OMol25 dataset
Level of theory: wB97M-V/def2-TZVPD

Results
* LUMO level (alpha / beta): 2.728 / 1.367 eV
* Kohn-Sham gap (alpha / beta): 8.61 / 7.23 eV
* relative energy (zero: lowest compared OMol25 entry of this formula, charge and spin): 16.23 kJ/mol
* largest force on an atom: 1.107 eV Å⁻¹
* <S²>: 8.759

The geometry in ORCA input format:
```
! RIJCOSX wB97M-V def2-TZVPD def2/J DEFGRID3
* xyz -1 6
Fe -0.142 -0.218 -0.293
O 1.321 -1.543 2.849
S 0.450 -1.791 1.735
O -0.142 -3.106 1.664
O 1.175 -1.492 0.392
O -0.629 -0.710 1.630
N -2.019 1.887 6.856
C -2.103 2.036 5.473
C -1.931 3.292 4.888
C -1.933 3.425 3.512
C -2.118 2.305 2.714
C -2.328 1.056 3.281
C -2.315 0.924 4.657
S -2.125 2.477 0.960
O -3.228 1.703 0.456
O -2.083 3.882 0.655
N -0.784 1.748 0.373
C 0.446 2.128 0.773
N 1.405 1.416 0.140
C 2.669 1.645 0.466
C 3.020 2.600 1.396
C 1.965 3.276 1.997
N 0.694 3.056 1.709
H -2.226 2.700 7.409
H -2.378 1.027 7.233
H -1.784 4.159 5.522
H -1.792 4.383 3.031
H -2.487 0.196 2.645
H -2.463 -0.050 5.111
H 3.412 1.051 -0.053
H 4.050 2.802 1.646
H 2.147 4.024 2.763
Br -2.096 -2.046 -0.726
C -3.348 -0.741 -1.343
C -4.623 -0.812 -0.814
C -5.578 0.092 -1.249
C -5.247 1.043 -2.205
C -3.965 1.085 -2.723
C -2.988 0.190 -2.297
C -1.614 0.295 -2.925
O -1.543 0.594 -4.100
O -0.590 0.054 -2.164
H -4.860 -1.557 -0.067
H -6.576 0.054 -0.832
H -5.991 1.749 -2.550
H -3.686 1.810 -3.475
*
```



Entry 7:
Formula: C17H13ClN2O3S
Source: the OMol25 dataset
Level of theory: wB97M-V/def2-TZVPD

Results
* LUMO level: 0.029 eV
* Kohn-Sham gap: 7.93 eV
* relative energy (zero: lowest compared OMol25 entry of this formula, charge and spin): 352.29 kJ/mol
* largest force on an atom: 1.375 eV Å⁻¹
* SMILES: O=S(=O)(N/N=C\c1ccc(-c2ccccc2Cl)o1)c1ccccc1

The geometry in ORCA input format:
```
! RIJCOSX wB97M-V def2-TZVPD def2/J DEFGRID3
* xyz 0 1
O -1.161 -2.426 0.102
S -1.401 -1.019 -0.001
O -0.680 -0.237 -0.955
N -1.165 -0.407 1.565
N -1.572 0.905 1.767
C -0.875 1.851 1.263
C 0.385 1.821 0.580
C 0.997 2.819 -0.156
C 2.242 2.314 -0.542
C 2.328 1.039 -0.010
C 3.416 0.081 -0.081
C 4.706 0.543 -0.365
C 5.776 -0.322 -0.453
C 5.581 -1.681 -0.257
C 4.316 -2.161 0.021
C 3.234 -1.296 0.112
Cl 1.657 -1.960 0.417
O 1.205 0.756 0.664
C -3.152 -0.739 -0.242
C -4.051 -1.688 0.201
C -5.408 -1.447 0.061
C -5.842 -0.260 -0.511
C -4.927 0.683 -0.952
C -3.569 0.444 -0.817
H -1.670 -1.011 2.203
H -1.310 2.833 1.400
H 0.582 3.778 -0.392
H 2.973 2.808 -1.148
H 4.860 1.602 -0.502
H 6.761 0.061 -0.670
H 6.414 -2.364 -0.322
H 4.150 -3.216 0.170
H -3.675 -2.603 0.631
H -6.124 -2.181 0.396
H -6.900 -0.073 -0.617
H -5.271 1.603 -1.400
H -2.828 1.149 -1.160
*
```



Entry 8:
Formula: C17H13ClN4
Source: the OMol25 dataset
Level of theory: wB97M-V/def2-TZVPD

Results
* LUMO level: -0.217 eV
* Kohn-Sham gap: 7.66 eV
* relative energy (zero: lowest compared OMol25 entry of this formula, charge and spin): 357.62 kJ/mol
* largest force on an atom: 4.944 eV Å⁻¹
* SMILES: Clc1ccc(N/N=C(\c2ccccc2)c2ccccn2)nc1

The geometry in ORCA input format:
```
! RIJCOSX wB97M-V def2-TZVPD def2/J DEFGRID3
* xyz 0 1
Cl 3.751 -6.021 0.922
C 2.627 -4.691 0.546
C 1.308 -4.848 0.084
C 0.522 -3.776 -0.334
C 1.131 -2.478 -0.491
N 0.512 -1.229 -0.435
N -0.784 -0.803 -0.260
C -0.945 0.428 0.192
C 0.286 1.239 0.420
C 0.576 2.209 -0.625
C 1.744 3.032 -0.441
C 2.545 2.931 0.732
C 2.274 1.988 1.731
C 1.234 1.092 1.557
C -2.207 1.105 -0.042
C -3.000 0.723 -1.212
C -4.084 1.417 -1.636
C -4.582 2.448 -0.835
C -3.884 2.736 0.366
N -2.705 2.133 0.716
N 2.466 -2.342 -0.171
C 3.173 -3.399 0.312
H 0.887 -5.808 0.130
H -0.561 -3.747 -0.386
H 1.164 -0.492 -0.233
H -0.117 2.219 -1.459
H 2.091 3.791 -1.172
H 3.429 3.613 0.810
H 3.003 2.030 2.567
H 1.027 0.439 2.370
H -2.611 -0.148 -1.709
H -4.562 1.152 -2.641
H -5.466 2.998 -1.096
H -4.436 3.309 1.068
H 4.198 -3.251 0.654
*
```